Record 1
The following is a quantum chemistry calculation of a cluster of 3 separate species, C22H46N4O9P2 in total, from the Open Molecules 2025 dataset.

SMILES	CCN(CC[C@@H](C#N)[C@H](N)C#N)C(C)=O.CCOP(=O)(OCC)OCC.CCOP(=O)(OCC)OCC
E	-2444.35951	Ha
spin multiplicity	1
orbital gap	7.49	eV

Geometry as XYZ:
```
83
Properties=species:S:1:pos:R:3:forces:R:3
C 3.581 1.404 0.746 -1.36 0.57 -0.21
C 4.050 2.913 1.231 0.97 -1.67 -0.58
N 3.264 3.937 0.424 1.48 2.14 0.97
C 2.093 4.506 1.190 -0.73 0.26 1.19
C 1.354 5.792 0.501 -0.61 -0.08 0.21
C 0.383 5.450 -0.773 -0.24 0.52 -1.48
C 0.984 4.367 -1.845 4.52 -6.44 -4.37
N 1.561 3.451 -2.589 -5.59 8.72 6.97
C -1.160 5.007 -0.355 0.47 0.71 -0.60
N -1.225 3.825 0.588 0.10 0.89 -1.63
C -1.933 4.730 -1.812 -3.78 -4.89 -6.02
N -2.499 4.207 -2.860 5.19 5.02 9.52
C 4.282 4.982 0.026 1.83 4.77 1.79
C 4.933 4.811 -1.505 -0.35 -0.66 0.39
O 4.662 6.034 0.789 -2.71 -6.44 -4.45
H 2.969 1.569 -0.262 1.48 -0.41 2.06
H 2.786 0.966 1.515 2.00 0.61 -1.59
H 4.472 0.679 0.526 -1.79 1.39 0.73
H 5.196 3.005 0.914 -2.47 -0.02 0.91
H 3.950 3.054 2.401 0.22 -0.09 -2.43
H 1.305 3.624 1.323 1.77 1.85 -0.45
H 2.377 4.838 2.301 -0.34 -0.62 -2.32
H 2.066 6.666 0.174 -1.11 -2.01 0.75
H 0.645 6.258 1.341 1.44 -1.02 -1.84
H 0.253 6.474 -1.375 0.35 -2.34 1.07
H -1.654 5.973 0.133 0.96 -2.25 -1.06
H -0.755 3.016 0.127 -0.38 0.91 0.82
H -0.838 4.036 1.534 -0.35 -0.11 -1.42
H 5.594 3.819 -1.497 -1.33 2.23 -0.01
H 5.571 5.755 -1.815 -1.31 -2.05 1.00
H 4.087 4.622 -2.322 1.65 0.42 2.06
O 2.643 -2.133 1.629 -4.27 -1.40 1.22
P 2.616 -3.551 2.252 9.88 -0.01 -1.13
O 3.820 -3.241 3.345 -0.85 0.01 0.16
C 3.485 -2.507 4.508 0.18 -0.01 0.48
C 2.848 -3.412 5.544 -0.20 -0.10 0.23
O 3.592 -4.230 1.086 -1.55 -0.44 -0.07
C 3.507 -3.788 -0.261 0.28 0.31 -0.40
C 4.650 -2.839 -0.574 0.21 0.08 -0.01
O 2.586 -5.134 2.947 -2.94 2.52 -0.08
C 1.563 -5.996 2.473 -0.35 -1.09 -0.10
C 2.031 -6.798 1.275 -0.06 0.02 -0.49
H 2.827 -1.671 4.259 0.03 0.10 -0.02
H 4.415 -2.090 4.909 -0.06 -0.05 -0.19
H 1.869 -3.764 5.202 0.05 0.03 0.10
H 2.710 -2.881 6.490 -0.01 -0.04 -0.08
H 3.466 -4.298 5.721 -0.04 0.20 -0.04
H 2.533 -3.331 -0.467 0.21 0.07 0.06
H 3.586 -4.669 -0.905 0.00 -0.07 0.15
H 4.671 -1.990 0.112 -0.20 -0.05 -0.04
H 4.571 -2.460 -1.596 0.01 -0.05 0.06
H 5.611 -3.353 -0.464 -0.16 -0.01 -0.08
H 0.661 -5.422 2.238 -0.09 -0.20 0.03
H 1.318 -6.682 3.292 -0.01 0.22 -0.03
H 2.035 -6.180 0.373 0.07 -0.12 0.07
H 1.362 -7.644 1.088 0.06 0.07 0.11
H 3.050 -7.172 1.420 -0.20 0.05 0.10
O -5.967 -2.020 -3.749 3.71 2.29 -1.66
P -5.199 -1.202 -2.682 -6.58 -3.44 6.48
O -5.081 -2.459 -1.610 0.65 0.19 -0.49
C -4.093 -3.445 -1.852 0.24 -0.27 0.29
C -2.738 -2.971 -1.369 0.32 0.07 0.01
O -6.569 -0.522 -2.020 0.88 1.00 -0.84
C -7.672 -0.191 -2.852 -0.52 -0.17 -0.13
C -8.752 -1.251 -2.734 -0.12 -0.16 0.09
O -4.342 -0.289 -1.489 1.14 -0.81 -3.62
C -3.973 1.027 -1.869 0.32 1.13 0.31
C -5.052 2.028 -1.504 -0.35 0.28 -0.20
H -4.063 -3.705 -2.913 -0.04 -0.08 -0.03
H -4.386 -4.342 -1.298 -0.11 0.15 -0.08
H -2.381 -2.131 -1.975 0.05 -0.10 0.07
H -2.000 -3.776 -1.432 -0.05 0.06 -0.02
H -2.793 -2.620 -0.333 -0.05 -0.10 -0.16
H -7.356 -0.047 -3.890 -0.09 -0.17 0.13
H -8.070 0.768 -2.506 0.14 -0.01 0.10
H -8.372 -2.246 -2.974 0.08 0.15 -0.13
H -9.589 -1.027 -3.401 0.05 0.00 0.06
H -9.126 -1.299 -1.706 0.03 0.12 -0.13
H -3.744 1.064 -2.938 0.12 0.21 0.09
H -3.055 1.272 -1.322 -0.06 -0.13 -0.16
H -5.884 1.974 -2.211 0.04 0.02 0.14
H -4.662 3.049 -1.537 0.05 -0.18 0.01
H -5.458 1.830 -0.507 0.18 -0.03 -0.12
```
Positions in Å, forces in eV/Å.

Atom charges from the Löwdin analysis, given in e for atoms 1 to 6: number 1, C, carries -0.104; number 2, C, carries -0.220; number 3, N, carries -0.150; number 4, C, carries -0.193; number 5, C, carries -0.136; number 6, C, carries -0.253

Record 2
The following is a quantum chemistry calculation of a structure of composition C33H24BN14O7Tl, from the Open Molecules 2025 dataset.

relative energy (zero: lowest compared OMol25 entry of this formula, charge and spin)	3.4253	eV
E	-2762.27813	Ha
spin multiplicity	1
orbital gap (alpha / beta)	6.97 / 6.22	eV

Geometry as XYZ:
```
80
Properties=species:S:1:pos:R:3:forces:R:3
Tl 0.414 0.543 -0.073 -0.42 0.44 -0.13
C -0.662 4.077 -2.832 -0.01 -0.04 0.01
C 0.294 3.210 -2.294 -0.03 0.02 -0.03
N -0.194 2.584 -1.232 0.13 0.02 -0.02
N -1.463 3.013 -1.068 -0.02 0.00 0.10
C -1.761 3.917 -2.016 -0.02 0.00 -0.05
B -2.309 2.622 0.149 0.02 0.04 -0.02
N -1.492 2.795 1.430 0.00 -0.05 -0.05
C -1.661 3.687 2.415 0.00 0.03 0.03
C -0.653 3.510 3.339 -0.02 0.00 -0.02
C 0.106 2.459 2.826 -0.01 -0.03 0.01
N -0.409 2.030 1.677 0.15 -0.02 0.05
N -2.670 1.076 0.102 0.00 0.02 -0.01
C -3.659 0.602 0.769 0.02 0.01 -0.07
C -3.938 -0.876 0.755 0.00 -0.02 0.08
C -2.007 -1.095 -0.455 0.00 -0.07 0.02
N -1.818 0.331 -0.643 0.18 -0.18 0.26
H -0.565 4.720 -3.688 0.00 0.02 -0.02
H 1.300 3.018 -2.630 0.03 0.00 0.01
H -2.730 4.385 -2.036 -0.02 0.02 0.00
H -3.307 3.281 0.188 -0.02 -0.02 0.03
H -2.486 4.376 2.388 -0.02 0.02 0.00
H -0.492 4.052 4.253 0.00 0.01 0.02
H 0.985 2.005 3.246 0.03 -0.03 -0.01
H -4.293 1.300 1.291 0.00 0.01 0.02
H -5.014 -1.060 0.702 0.03 0.01 -0.02
H -1.056 -2.817 -1.258 0.00 0.04 0.01
C -2.192 -1.973 -2.808 0.00 0.01 0.00
C -1.706 -1.771 -4.062 0.00 -0.01 0.08
C -0.411 -1.284 -4.211 0.02 0.01 0.04
C 0.342 -0.856 -3.059 -0.09 -0.01 -0.07
N -0.054 -1.081 -1.835 0.14 -0.14 -0.07
C -1.310 -1.805 -1.620 0.01 0.04 0.00
N 1.475 -0.154 -3.433 0.08 0.00 0.06
C 2.267 0.477 -2.644 0.01 0.04 -0.01
N 2.245 0.635 -1.279 0.09 -0.16 -0.05
C 3.328 1.403 -0.888 -0.06 0.01 -0.02
N 3.744 1.684 0.290 -0.06 0.02 0.04
C 3.275 1.087 1.452 0.03 0.05 -0.16
C 4.129 1.207 2.550 0.00 -0.02 0.05
C 3.849 0.540 3.723 -0.03 0.00 -0.04
C 2.704 -0.241 3.789 -0.01 0.00 0.01
C 1.866 -0.278 2.695 -0.06 -0.07 -0.01
N 2.126 0.384 1.552 -0.03 -0.13 -0.02
C 4.055 1.834 -2.103 0.01 0.02 0.05
C 5.176 2.625 -2.266 -0.02 -0.02 -0.02
C 5.638 2.807 -3.563 -0.01 -0.01 -0.02
C 5.002 2.203 -4.649 0.00 0.01 0.02
C 3.882 1.399 -4.471 0.02 0.01 0.02
C 3.426 1.234 -3.178 -0.03 -0.01 -0.02
H -3.199 -2.319 -2.628 -0.01 -0.03 -0.01
H -2.317 -1.966 -4.933 -0.02 -0.01 0.00
H 0.040 -1.113 -5.175 0.01 0.01 -0.01
H -1.534 -1.396 0.474 -0.02 -0.06 0.07
H 5.018 1.805 2.421 0.01 0.01 0.00
H 4.523 0.613 4.567 0.00 0.00 0.01
H 2.446 -0.816 4.666 -0.01 -0.02 0.00
H 0.953 -0.858 2.710 -0.02 -0.04 0.06
H 5.664 3.078 -1.414 0.01 0.01 0.01
H 6.508 3.426 -3.738 0.01 0.00 -0.01
H 5.392 2.364 -5.645 0.01 0.00 -0.01
H 3.382 0.921 -5.301 -0.01 -0.01 -0.01
O -3.164 -7.372 2.064 -0.02 0.01 -0.13
N -3.718 -6.295 1.942 -0.02 0.06 0.38
O -4.914 -6.155 1.741 0.06 -0.04 -0.13
C -2.915 -5.093 2.093 0.02 -0.07 -0.10
C -1.564 -5.200 2.356 -0.02 0.06 0.03
C -0.805 -4.055 2.491 0.01 -0.12 0.00
C -1.330 -2.734 2.298 0.04 0.11 -0.36
O -0.645 -1.691 2.155 -0.02 0.02 0.20
C -2.770 -2.713 2.111 -0.12 -0.15 -0.03
C -3.527 -3.846 1.983 0.06 0.07 0.08
N -3.401 -1.438 2.023 0.09 0.06 -0.19
O -3.313 -0.625 2.998 -0.06 0.05 0.05
O -3.380 -1.458 -0.388 0.04 0.02 0.04
N 0.615 -4.250 2.772 -0.09 -0.04 0.17
O 1.106 -5.330 2.491 0.04 0.06 -0.07
O 1.225 -3.347 3.316 0.02 0.06 -0.06
H -1.099 -6.169 2.455 -0.01 0.01 -0.01
H -4.593 -3.790 1.810 -0.01 0.01 0.00
```
Positions in Å, forces in eV/Å.

Atom charges from the Löwdin analysis, given in e for atoms 1 to 6: number 1, Tl, carries 1.151; number 2, C, carries -0.038; number 3, C, carries -0.112; number 4, N, carries -0.006; number 5, N, carries -0.025; number 6, C, carries -0.060

Record 3
The following is a quantum chemistry calculation of a structure of composition H2NO2S, from the Open Molecules 2025 dataset.

relative energy (zero: lowest compared OMol25 entry of this formula, charge and spin)	0.4499	eV
E	-604.63686	Ha
charge	-1
spin multiplicity	1
orbital gap	7.45	eV

Geometry as XYZ:
```
6
Properties=species:S:1:pos:R:3:forces:R:3
N 1.170 -0.083 -0.399 -1.62 0.05 3.40
O -1.629 0.787 -0.166 0.27 -0.60 0.45
O -0.906 -1.312 1.014 -0.27 0.22 0.54
S -1.007 -0.556 -0.229 1.70 0.77 -1.20
H 1.219 0.809 -0.835 -0.20 1.09 -1.37
H 1.154 0.354 0.615 0.13 -1.53 -1.82
```
Positions in Å, forces in eV/Å.

And the natural (NBO) charges, in e, turn out to be: number 1, N, carries -1.159; number 2, O, carries -1.015; number 3, O, carries -1.003; number 4, S, carries 1.572; number 5, H, carries 0.302; number 6, H, carries 0.303

Record 4
The following is a quantum chemistry calculation of a cluster of 2 separate species, C4H4Cl2NP in total, from the Open Molecules 2025 dataset.

relative energy (zero: lowest compared OMol25 entry of this formula, charge and spin)	3.8871	eV
E	-1471.19715	Ha
spin multiplicity	1
orbital gap (alpha / beta)	7.27 / 7.34	eV

Geometry as XYZ:
```
12
Properties=species:S:1:pos:R:3:forces:R:3
C 0.913 -1.711 0.117 0.33 0.37 -0.66
C -0.269 -1.009 -0.342 3.42 1.77 3.14
C 1.622 -0.777 0.813 -0.49 -2.80 -1.47
C -0.190 0.245 0.275 -1.39 -0.75 -2.11
N 0.998 0.369 0.865 -0.01 3.62 0.90
P -1.968 2.745 -0.506 0.58 -0.47 1.11
Cl -3.640 1.687 -0.155 -0.56 -0.20 0.46
Cl -1.831 2.368 -2.436 0.39 -0.01 -1.40
H 1.403 -2.689 -0.125 -1.27 0.86 0.25
H -1.015 -1.488 -0.764 -3.71 -1.63 -2.23
H 2.489 -0.998 1.255 3.37 -0.12 1.71
H 1.490 1.257 1.002 -0.65 -0.63 0.30
```
Positions in Å, forces in eV/Å.

Atom charges from the natural (NBO) analysis, given in e for atoms 1 to 6: number 1, C, carries -0.294; number 2, C, carries -0.393; number 3, C, carries -0.085; number 4, C, carries 0.224; number 5, N, carries -0.576; number 6, P, carries 0.601

Record 5
The following is a quantum chemistry calculation of a structure of composition C16H17BFNO3, from the Open Molecules 2025 dataset.

relative energy (zero: lowest compared OMol25 entry of this formula, charge and spin)	1.2290	eV
E	-1025.13123	Ha
spin multiplicity	1
orbital gap	9.37	eV

Geometry as XYZ:
```
39
Properties=species:S:1:pos:R:3:forces:R:3
F -0.754 -0.208 0.601 0.00 -0.95 -0.14
O -0.470 1.463 4.666 0.96 -0.24 0.09
O 1.104 1.620 -0.705 0.35 -0.22 -0.14
O 1.534 0.202 5.265 -0.84 2.18 -2.26
B 0.804 0.995 4.345 -3.42 0.50 1.60
C 0.312 0.750 -2.730 1.13 0.44 -0.53
C 2.895 0.714 0.761 -0.89 0.55 -0.94
C 3.355 0.303 2.002 0.84 0.25 -1.74
C -0.426 -0.122 -3.479 0.34 0.58 -0.73
C -1.249 -1.113 -1.537 0.68 0.86 1.98
C -0.523 -0.282 -0.717 1.00 1.71 -1.72
C 0.327 0.675 -1.353 -0.01 0.03 0.77
C 1.627 1.307 0.535 0.20 -0.74 2.43
C 1.347 1.212 2.943 0.21 -0.64 -1.17
C 0.844 1.586 1.672 2.37 -0.62 0.52
C 2.535 0.529 3.046 0.02 0.11 2.98
C -1.194 -1.048 -2.895 -1.78 -1.19 0.00
N -1.939 -3.301 -3.425 -1.25 -0.92 0.64
C -0.387 2.308 1.554 -1.66 0.07 0.31
C 2.712 0.090 4.511 3.52 -2.32 0.19
C -3.603 -1.421 -3.469 1.63 -0.47 -0.48
C -2.135 -1.912 -3.700 0.28 0.84 -1.33
H -0.684 1.293 5.584 -0.20 -0.11 0.28
H 0.930 1.430 -3.328 -0.05 0.11 0.94
H 3.562 0.610 -0.061 0.29 -0.22 -0.78
H 4.357 -0.101 2.033 -0.07 -0.21 0.34
H -0.452 -0.064 -4.542 0.21 0.23 -0.68
H -1.928 -1.672 -0.973 -1.18 -1.34 0.36
H -0.953 -3.478 -3.367 0.29 -0.33 0.23
H -2.390 -3.517 -2.534 0.43 -0.30 -0.19
H -0.970 2.166 2.446 -0.34 -0.01 0.43
H -0.965 1.895 0.742 -0.24 0.79 -0.40
H -0.166 3.355 1.508 -0.18 0.75 -0.56
H 2.989 -0.982 4.500 -0.20 0.16 -0.12
H 3.597 0.503 5.086 -1.01 0.29 -0.84
H -3.762 -0.473 -3.965 0.15 0.54 0.55
H -3.765 -1.456 -2.404 -0.17 0.69 0.46
H -4.362 -2.038 -3.869 -0.52 -1.21 -0.75
H -1.754 -1.816 -4.749 -0.93 0.38 0.43
```
Positions in Å, forces in eV/Å.

Atom charges from the natural (NBO) analysis, given in e for atoms 1 to 6: number 1, F, carries -0.313; number 2, O, carries -0.879; number 3, O, carries -0.488; number 4, O, carries -0.660; number 5, B, carries 1.075; number 6, C, carries -0.239